No. 1
19
Properties=species:S:1:pos:R:3:forces:R:3 method="wB97M-V/def2-TZVPD" gap_ev=8.57 e_tot_ha=-688.01579 total_charge=0 relative_energy_ev=3.631
C 3.03721 -1.03632 0.10573 1.351 0.361 -3.434
C 1.74736 -0.39123 -0.64918 0.838 -4.489 -1.188
C 1.11862 0.60068 0.18121 4.011 2.314 0.207
C 0.11659 0.27548 1.18514 -3.419 -2.721 -2.253
C -0.80272 1.16616 0.26358 0.739 0.108 4.784
C -1.72773 0.36949 -0.39351 -0.960 -0.720 -2.974
H 2.84438 -1.52194 1.08355 0.138 0.487 -0.669
H 3.94195 -0.24623 0.09904 -2.244 -1.562 0.565
H 3.44290 -1.80740 -0.69873 -0.791 1.075 2.025
H 0.95786 -1.27713 -0.85756 1.841 1.788 0.045
H 2.12778 0.02162 -1.63178 -0.561 -0.413 1.056
H 2.02770 1.03688 0.67224 -0.750 0.541 -0.159
H -0.37431 -0.77838 1.17907 1.535 1.676 0.444
H 0.27074 0.64399 2.11084 0.546 1.057 3.032
H -1.31874 1.84719 0.91449 -0.430 1.173 0.004
H 0.19623 1.53931 -1.40867 -0.313 -0.455 -5.102
H -1.85515 0.78040 -1.38078 -0.977 0.069 -0.764
N 0.30993 1.60648 -0.49272 0.949 1.220 4.253
S -2.21043 -1.08682 -0.04941 -1.503 -1.510 0.129

No. 2
17
Properties=species:S:1:pos:R:3:forces:R:3 method="wB97M-V/def2-TZVPD" gap_ev="4.22 / 5.64" spin_multiplicity=3 e_tot_ha=-617.12454 total_charge=-1
C 0.80914 -1.15947 0.16928 1.060 1.554 -0.249
C -1.26911 -2.42896 -0.03668 0.019 0.647 -0.040
C -0.15955 2.16594 0.02803 -0.565 0.397 -0.254
N 1.86106 -0.62393 0.53416 0.856 -0.150 1.012
N 0.11284 -2.10514 -0.07023 -0.306 -2.720 -0.590
N -1.85043 0.53073 0.12133 2.058 4.172 -0.336
N -0.64735 0.82582 0.29556 -2.126 -1.772 0.417
N 2.68487 0.26936 -0.03348 -2.044 -1.869 1.034
O 2.65128 0.42768 -1.24879 -0.323 0.498 -3.122
O -2.74260 1.34328 -0.27584 -0.067 -1.468 0.177
O 3.47315 0.81874 0.72052 1.999 1.626 1.794
H -1.49856 -3.00878 -0.93267 -0.239 0.032 0.087
H -1.87020 -1.51153 0.00152 -0.342 -0.529 0.005
H -1.46485 -3.04435 0.84414 -0.165 0.004 -0.037
H -0.99504 2.83846 -0.20388 0.045 -0.040 0.024
H 0.37820 2.52852 0.90706 0.055 -0.197 -0.080
H 0.52716 2.13366 -0.82003 0.084 -0.186 0.160